DFT (ωB97M-V/def2-TZVPD) results for a single C16H10ClNO3 molecule.

**Lowest unoccupied orbital energy**: -0.113 eV
**Orbital gap**: 8.937 eV
**HOMO**: -9.05 eV
**Spin multiplicity**: 1
**E**: -36908.367 eV
**Molar mass**: 299.713 g/mol

Each atom is followed by the atoms it is bonded to, with distances in Å.
Positions of all 31 atoms, in Å:
1 Cl 7.97205 0.20077 -0.44008  C18 1.722
2 O -0.43694 -1.75431 -0.29487  N5 1.349, C16 1.341
3 O 1.36808 -0.32353 -0.51141  C14 1.372, C16 1.356
4 O 1.65274 -0.37562 1.72547  C14 1.199
5 N -1.78207 -1.70309 -0.20896  O2 1.349, C20 1.314
6 C -5.25439 1.63996 -0.02518  C17 1.383, C21 1.385, H30 1.080
7 C 3.56761 -0.18043 0.32131  C9 1.395, C12 1.394, C14 1.474
8 C -3.54468 -0.04931 -0.13730  C10 1.395, C17 1.393, C20 1.455
9 C 4.45971 -0.10172 1.39103  C7 1.395, C11 1.380, H25 1.079
10 C -4.53232 -1.03367 -0.09099  C8 1.395, C13 1.381, H27 1.078
11 C 5.81504 0.01600 1.16204  C9 1.380, C18 1.389, H24 1.078
12 C 4.04947 -0.14274 -0.98592  C7 1.394, C19 1.381, H26 1.078
13 C -5.86471 -0.67947 -0.01370  C10 1.381, C21 1.386, H28 1.080
14 C 2.13125 -0.30755 0.62835  O3 1.372, O4 1.199, C7 1.474
15 C -0.99496 0.39251 -0.32046  C16 1.361, C20 1.425, H29 1.068
16 C 0.03145 -0.49988 -0.36635  O2 1.341, O3 1.356, C15 1.361
17 C -3.91834 1.29240 -0.10311  C6 1.383, C8 1.393, H23 1.079
18 C 6.28174 0.05395 -0.14576  Cl1 1.722, C11 1.389, C19 1.389
19 C 5.40509 -0.02566 -1.22020  C12 1.381, C18 1.389, H22 1.079
20 C -2.14597 -0.44097 -0.21923  N5 1.314, C8 1.455, C15 1.425
21 C -6.22957 0.65769 0.01896  C6 1.385, C13 1.386, H31 1.080
22 H 5.78722 0.00331 -2.22844  C19 1.079
23 H -3.16689 2.06630 -0.13376  C17 1.079
24 H 6.50985 0.07770 1.98456  C11 1.078
25 H 4.06842 -0.13498 2.39629  C9 1.079
26 H 3.36020 -0.20730 -1.81267  C12 1.078
27 H -4.22815 -2.06777 -0.11624  C10 1.078
28 H -6.62408 -1.44653 0.02174  C13 1.080
29 H -0.92876 1.45784 -0.35666  C15 1.068
30 H -5.53616 2.68239 0.00199  C6 1.080
31 H -7.27193 0.93370 0.07957  C21 1.080